Run one
Entry from OMol25: C5H13NO2 as an isolated structure (ωB97M-V with the def2-TZVPD basis set).

Geometry as XYZ:
```
21
Properties=species:S:1:pos:R:3:lowdin_charge:R:1
O -0.10 -1.96 0.66 -0.058
O 1.20 -0.71 -0.65 -0.081
N -1.20 0.33 0.13 -0.031
C 1.70 -3.04 -0.49 -0.013
C 0.90 -1.81 -0.11 -0.676
C 0.44 1.25 0.57 -0.042
C -2.45 0.94 0.53 -0.104
C 0.68 2.26 -0.50 -0.109
H 2.02 -2.97 -1.53 0.074
H 1.11 -3.94 -0.34 0.071
H -3.31 0.31 0.29 0.090
H 1.33 0.76 0.94 0.097
H -2.44 1.12 1.61 0.085
H 1.15 1.80 -1.37 0.076
H -1.13 0.23 -0.88 0.114
H -0.94 -0.78 0.45 0.114
H -0.07 1.62 1.45 0.080
H 1.37 3.02 -0.11 0.087
H 2.58 -3.09 0.14 0.077
H -2.60 1.91 0.03 0.080
H -0.24 2.76 -0.80 0.068
```

* E_LUMO: 0.72 eV
* Kohn-Sham gap: 9.4 eV
* 2S+1: 1


Run two
Entry from OMol25: a 3-piece molecular cluster, C5H13NO2 overall (ωB97M-V with the def2-TZVPD basis set).

Geometry as XYZ:
```
21
Properties=species:S:1:pos:R:3:lowdin_charge:R:1
O 1.98 0.28 -1.32 -0.070
O 0.11 -3.10 -1.80 -0.056
N 0.92 -0.90 2.86 0.045
C -1.29 2.65 -1.48 -0.092
C 0.56 -0.19 1.74 -0.220
C -0.88 0.53 -0.12 -0.188
C -1.29 1.78 -0.26 -0.156
C -0.64 -0.16 1.17 -0.130
H -1.98 2.34 -2.24 0.064
H 1.69 -0.61 3.44 0.083
H -1.51 -0.57 1.68 0.098
H 0.28 -1.47 3.39 0.083
H 1.02 0.29 -1.15 -0.020
H -0.81 -2.84 -1.95 0.031
H -0.74 -0.04 -1.04 0.097
H -1.45 2.34 0.66 0.105
H 1.39 0.30 1.26 0.108
H 0.18 -3.76 -1.11 0.032
H -1.65 3.64 -1.22 0.067
H -0.32 2.59 -1.98 0.077
H 1.96 -0.41 -2.01 0.042
```

* E_LUMO: 0.80 eV
* Kohn-Sham gap: 8.8 eV
* SMILES string: C/C=C/C=C/N.O.O
* 2S+1: 1


Quick one: least stable of them? run one


Run one
Entry from OMol25: C5H13NO2 in the gas phase (ωB97M-V with the def2-TZVPD basis set).

Geometry as XYZ:
```
21
Properties=species:S:1:pos:R:3:lowdin_charge:R:1
O -0.87 -1.82 1.38 -0.075
O 0.14 2.53 1.53 -0.067
N -0.78 -0.94 -0.88 -0.023
C 0.76 1.34 1.09 -0.263
C -1.49 -1.03 0.36 -0.292
C 0.58 -0.40 -0.81 -0.409
C 1.22 -0.62 -2.18 -0.061
C 0.53 1.06 -0.41 -0.146
H -0.44 1.49 -0.69 0.114
H -0.69 2.63 1.06 0.075
H -1.60 -0.06 0.83 0.108
H 2.28 -0.39 -2.25 0.077
H -2.51 -1.41 0.17 0.125
H -0.80 -1.85 -1.33 0.107
H -0.72 -2.73 1.06 0.096
H 1.22 1.68 -1.00 0.121
H 0.45 0.48 1.70 0.106
H 1.08 -1.67 -2.46 0.069
H 0.67 -0.05 -2.95 0.086
H 1.82 1.51 1.25 0.115
H 1.17 -0.99 -0.11 0.136
```

* E_LUMO: 0.77 eV
* Kohn-Sham gap: 10.2 eV
* SMILES string: C[C@@H](CCO)NCO
* 2S+1: 1


Run two
Entry from OMol25: a 2-piece molecular cluster, C5H13NO2 overall (ωB97M-V with the def2-TZVPD basis set).

Geometry as XYZ:
```
21
Properties=species:S:1:pos:R:3:lowdin_charge:R:1
O -1.85 1.10 -6.63 -0.092
O -1.45 -0.95 -0.67 0.041
N 0.17 0.14 0.45 -0.131
C 0.87 0.50 -0.76 -0.062
C -0.94 -0.67 0.39 -0.495
C 1.80 -0.08 2.30 -0.090
C -1.50 -1.36 1.69 0.006
C 0.68 0.79 1.70 -0.206
H -1.85 1.16 -5.65 0.046
H 2.69 0.06 1.67 0.073
H 1.53 -1.15 2.30 0.068
H 1.19 1.74 1.43 0.110
H 1.25 -0.38 -1.30 0.098
H 0.22 1.08 -1.43 0.093
H 1.73 1.13 -0.47 0.086
H -1.58 0.18 -6.82 0.046
H -0.11 1.03 2.44 0.113
H 2.04 0.22 3.33 0.075
H -2.34 -2.04 1.49 0.082
H -1.85 -0.56 2.37 0.070
H -0.70 -1.92 2.20 0.069
```

* E_LUMO: 0.74 eV
* Kohn-Sham gap: 10.0 eV
* SMILES string: CCN(C)C(C)=O.O
* 2S+1: 1


Quick one: least stable of them? run one


Run one
Entry from OMol25: C5H13NO2 as an isolated structure (ωB97M-V with the def2-TZVPD basis set).

Geometry as XYZ:
```
21
Properties=species:S:1:pos:R:3:lowdin_charge:R:1
O -0.64 -2.56 -0.39 -0.109
O -0.99 -0.14 -1.58 -0.010
N 1.00 0.19 0.13 -0.179
C 1.31 1.51 0.64 -0.086
C -1.05 -1.60 0.57 -0.193
C -1.83 1.02 0.32 -0.037
C 1.85 -0.27 -0.96 -0.081
C -0.89 0.07 -0.39 -0.469
H -0.71 -2.12 -1.25 0.064
H -0.59 -1.84 1.54 0.094
H 0.52 -0.70 0.66 0.151
H 0.77 1.70 1.56 0.080
H -1.86 1.98 -0.20 0.085
H 2.75 -0.75 -0.57 0.088
H 1.01 2.27 -0.10 0.097
H 2.38 1.62 0.82 0.083
H 1.33 -1.01 -1.57 0.078
H -2.13 -1.68 0.77 0.090
H 2.13 0.52 -1.66 0.092
H -1.55 1.17 1.36 0.075
H -2.84 0.61 0.30 0.088
```

* E_LUMO: 0.78 eV
* Kohn-Sham gap: 9.1 eV
* 2S+1: 1


Run two
Entry from OMol25: a 2-piece molecular cluster, C5H13NO2 overall (ωB97M-V with the def2-TZVPD basis set).

Geometry as XYZ:
```
21
Properties=species:S:1:pos:R:3:lowdin_charge:R:1
O -2.51 0.66 -1.10 0.066
O 1.48 -3.91 -2.24 -0.039
N -0.84 -0.65 -1.42 0.108
C -1.32 0.64 -1.14 -0.552
C 0.43 1.53 0.45 -0.223
C -0.08 0.66 2.79 -0.123
C 0.25 0.25 1.32 -0.254
C -0.24 1.70 -0.89 -0.126
H 0.95 -3.68 -2.99 0.020
H 1.81 -4.75 -2.48 0.017
H 1.09 -0.37 1.23 0.077
H -1.04 1.19 2.79 0.069
H 0.32 2.48 1.10 0.124
H -1.49 -1.41 -1.57 0.096
H -0.69 2.73 -1.11 0.143
H -0.67 -0.33 1.03 0.109
H 0.09 -1.00 -1.14 0.103
H 1.56 1.65 0.32 0.123
H -0.26 -0.25 3.39 0.069
H 0.62 1.39 3.30 0.081
H 0.52 1.46 -1.65 0.111
```

* E_LUMO: 0.68 eV
* Kohn-Sham gap: 10.2 eV
* SMILES string: CCCCC(N)=O.O
* 2S+1: 1


Quick one: least stable of them? run one


Run one
Entry from OMol25: a 2-piece molecular cluster, C5H13NO2 overall (ωB97M-V with the def2-TZVPD basis set).

Geometry as XYZ:
```
21
Properties=species:S:1:pos:R:3:lowdin_charge:R:1
O -0.50 -1.68 0.76 0.074
O 3.33 1.75 1.08 -0.076
N -2.33 -3.13 0.85 0.076
C -1.99 -1.59 -1.09 -0.019
C 0.10 1.65 -0.80 -0.116
C 2.00 1.32 0.80 -0.291
C -1.51 -2.10 0.24 -0.534
C 1.49 2.10 -0.39 -0.251
H 1.35 1.50 1.67 0.119
H -0.26 2.21 -1.66 0.070
H -2.25 -0.53 -0.98 0.082
H 2.19 1.95 -1.22 0.112
H 1.97 0.25 0.59 0.114
H -1.17 -1.63 -1.81 0.084
H -2.85 -2.14 -1.45 0.071
H 3.67 1.24 1.82 0.079
H -2.52 -2.81 1.80 0.083
H 0.09 0.60 -1.06 0.052
H -1.71 -3.92 0.99 0.084
H -0.62 1.79 0.01 0.075
H 1.51 3.16 -0.15 0.111
```

* E_LUMO: 0.82 eV
* Kohn-Sham gap: 10.8 eV
* SMILES string: CC(N)=O.CCCO
* 2S+1: 1


Run two
Entry from OMol25: a 2-piece molecular cluster, C5H13NO2 overall (ωB97M-V with the def2-TZVPD basis set).

Geometry as XYZ:
```
21
Properties=species:S:1:pos:R:3:lowdin_charge:R:1
O -2.14 -0.41 0.84 -0.018
O 0.84 1.54 0.87 -0.032
N 0.07 0.65 1.13 -0.026
C -1.45 0.76 0.51 -0.410
C -2.04 2.01 1.15 -0.049
C 1.86 -0.01 -1.38 -0.105
C 1.35 -2.29 -0.35 -0.108
C 0.81 -0.97 -0.87 -0.320
H -1.52 0.86 -0.58 0.145
H -1.37 2.79 1.49 0.070
H 0.00 -0.46 -0.14 0.069
H -2.70 2.51 0.43 0.079
H 0.55 -2.89 0.07 0.069
H 1.81 0.97 -0.91 0.050
H -2.01 -0.58 1.78 0.102
H 1.75 0.17 -2.45 0.073
H -2.63 1.85 2.05 0.079
H 2.11 -2.13 0.40 0.074
H 1.80 -2.85 -1.17 0.075
H 0.05 -1.16 -1.64 0.106
H 2.87 -0.36 -1.22 0.076
```

* E_LUMO: 0.06 eV
* Kohn-Sham gap: 8.9 eV
* SMILES string: C[C@H](O)N=O.CCC
* 2S+1: 1


Quick one: least stable of them? run two


Run one
Entry from OMol25: a 2-piece molecular cluster, H3NO3Si overall (ωB97M-V with the def2-TZVPD basis set).

Geometry as XYZ:
```
8
Properties=species:S:1:pos:R:3:lowdin_charge:R:1
Si 0.09 -0.47 1.16 0.420
O -1.22 0.68 -1.43 0.209
O 0.85 0.45 0.12 -0.381
O 0.70 1.13 -2.42 0.256
N -0.12 0.92 -1.65 -0.236
H -0.49 -1.65 0.62 -0.095
H 1.15 -1.13 1.70 -0.084
H -0.97 0.07 1.90 -0.089
```

* E_LUMO (spin up / spin down): -1.61 / -1.94 eV
* Kohn-Sham gap (spin up / spin down): 8.7 / 8.0 eV
* 2S+1: 1


Run two
Entry from OMol25: a 2-piece molecular cluster, H3NO3Si overall (ωB97M-V with the def2-TZVPD basis set).

Geometry as XYZ:
```
8
Properties=species:S:1:pos:R:3:lowdin_charge:R:1
Si -0.06 0.36 -0.47 0.609
O 2.06 -0.63 0.46 -0.020
O -1.48 -0.10 -1.05 -0.219
O 0.37 -1.34 1.56 0.000
N 0.84 -0.70 0.62 -0.527
H -2.41 -0.19 -0.68 0.114
H 0.16 1.98 1.34 0.051
H 0.51 0.62 -1.77 -0.008
```

* E_LUMO (spin up / spin down): -1.19 / -1.20 eV
* Kohn-Sham gap (spin up / spin down): 8.7 / 8.7 eV
* 2S+1: 1


Quick one: least stable of them? run one


Run one
Entry from OMol25: a 2-piece molecular cluster, C4H8O overall (ωB97M-V with the def2-TZVPD basis set).

Geometry as XYZ:
```
13
Properties=species:S:1:pos:R:3:lowdin_charge:R:1
O -0.85 1.57 0.66 -0.014
C -0.04 2.42 -0.04 -0.277
C -0.04 -2.11 -0.34 -0.086
C -0.89 -2.82 0.37 -0.071
C 1.25 2.21 -0.28 -0.006
H 1.78 1.45 0.28 0.052
H -0.63 3.24 -0.42 0.110
H -0.29 0.80 0.84 0.072
H -0.07 -2.09 -1.42 0.050
H -1.12 -2.64 1.42 0.046
H 0.62 -1.33 0.01 0.031
H 1.76 2.86 -0.96 0.045
H -1.49 -3.56 -0.13 0.048
```

* E_LUMO: 1.01 eV
* Kohn-Sham gap: 10.2 eV
* SMILES string: C=CO.C=C
* 2S+1: 1


Run two
Entry from OMol25: a 2-piece molecular cluster, C4H8O overall (ωB97M-V with the def2-TZVPD basis set).

Geometry as XYZ:
```
13
Properties=species:S:1:pos:R:3:lowdin_charge:R:1
O -2.91 -1.79 1.78 -0.010
C 0.31 -0.31 -1.04 -0.115
C 1.43 0.56 -1.56 -0.244
C 2.36 1.09 -0.77 -0.029
C -2.79 -0.76 2.38 -0.146
H 1.48 0.75 -2.63 0.088
H -3.25 -0.65 3.38 0.080
H 2.31 0.92 0.31 0.057
H -2.21 0.07 1.94 0.074
H -0.55 -0.32 -1.71 0.066
H 0.68 -1.31 -0.84 0.075
H 3.16 1.68 -1.17 0.045
H -0.02 0.08 -0.08 0.059
```

* E_LUMO: 0.88 eV
* Kohn-Sham gap: 10.5 eV
* SMILES string: C=CC.C=O
* 2S+1: 1


Run three
Entry from OMol25: a 2-piece molecular cluster, C4H8O overall (ωB97M-V with the def2-TZVPD basis set).

Geometry as XYZ:
```
13
Properties=species:S:1:pos:R:3:lowdin_charge:R:1
O -0.78 0.39 -1.45 0.104
C 1.16 1.00 0.05 -0.028
C 0.22 0.33 -0.57 -0.529
C 1.44 -0.43 -0.40 -0.077
C -1.21 -0.55 1.02 -0.038
H 1.89 -0.59 -1.38 0.095
H -0.99 1.33 -1.55 0.137
H -0.41 0.21 0.91 0.008
H -0.90 -0.96 1.97 0.043
H -2.14 0.02 1.03 0.045
H 1.62 -1.23 0.32 0.094
H 1.53 1.97 -0.16 0.082
H -1.30 -1.36 0.28 0.062
```

* E_LUMO: 0.69 eV
* Kohn-Sham gap: 8.9 eV
* SMILES string: OC1=CC1.C
* 2S+1: 1


Quick one: least stable of them? run three